1.
{
  "formula": "C6H9N",
  "method": "the ωB97M-V functional and the def2-TZVPD basis",
  "multiplicity": 1,
  "gap_ev": 7.99,
  "mol_weight_da": 95.1,
  "lumo_ev": -0.63,
  "homo_ev": -8.62,
  "e_above_lowest_kj_mol": 601.90,
  "total_energy_ev": -7851.92139,
  "symbols": ["C", "C", "C", "C", "C", "N", "C", "H", "H", "H", "H", "H", "H", "H", "H", "H"],
  "coordinates": [[-1.134, -1.026, -1.049], [-0.012, -0.247, -0.407], [1.298, -0.927, -0.065], [0.411, -0.353, 1.035], [0.941, 0.956, 1.463], [0.878, 1.674, 0.289], [0.312, 1.138, -0.842], [-2.110, -0.653, -0.722], [-1.078, -2.090, -0.796], [-1.082, -0.928, -2.137], [1.327, -2.009, -0.164], [2.233, -0.421, -0.286], [-0.017, -1.050, 1.749], [-1.486, 1.604, 1.182], [1.197, 2.636, 0.278], [-1.680, 1.697, 0.473]],
  "lowdin_charge": [-0.04, -0.52, -0.01, -0.27, 0.02, -0.08, 0.05, 0.07, 0.08, 0.08, 0.11, 0.11, 0.13, 0.07, 0.11, 0.07]
}

***

2.
{
  "formula": "C2Cl2S",
  "method": "the ωB97M-V functional and the def2-TZVPD basis",
  "multiplicity": 1,
  "gap_ev": 8.36,
  "mol_weight_da": 127.0,
  "lumo_ev": 0.08,
  "homo_ev": -8.28,
  "e_above_lowest_kj_mol": 95.92,
  "total_energy_ev": -37950.87573,
  "smiles": "ClC1=C(Cl)S1",
  "symbols": ["C", "C", "S", "Cl", "Cl"],
  "coordinates": [[0.664, -0.100, -0.114], [-0.592, -0.032, 0.089], [-0.248, 1.699, 0.009], [2.199, -0.687, 0.016], [-2.023, -0.880, 0.000]],
  "lowdin_charge": [-0.90, -1.21, 0.68, 0.73, 0.70]
}

***

3.
{
  "formula": "C9H18N2O4",
  "method": "the ωB97M-V functional and the def2-TZVPD basis",
  "multiplicity": 1,
  "gap_ev": 10.31,
  "mol_weight_da": 218.3,
  "lumo_ev": 0.36,
  "homo_ev": -9.96,
  "e_above_lowest_kj_mol": 383.05,
  "total_energy_ev": -20793.19026,
  "smiles": "CC(C)C[C@H](NC(=O)[C@@H](N)CO)C(=O)O",
  "symbols": ["C", "C", "C", "C", "C", "C", "C", "C", "C", "H", "H", "H", "H", "H", "H", "H", "H", "H", "H", "H", "H", "H", "H", "H", "H", "H", "H", "N", "N", "O", "O", "O", "O"],
  "coordinates": [[-1.677, -1.856, -0.816], [-1.456, -0.608, -0.029], [-1.451, -1.756, -2.348], [0.061, 1.046, 1.012], [0.664, 2.351, 0.286], [1.047, 0.535, 2.235], [2.481, 0.073, 1.687], [3.470, 0.974, 0.815], [2.537, -1.475, 1.125], [-3.135, -3.088, -0.097], [-3.489, -1.666, -0.233], [-0.794, -2.435, -0.342], [-0.543, -1.250, -2.643], [-1.464, -2.813, -2.513], [-3.235, -1.789, -3.179], [0.551, -0.622, -0.248], [-0.942, 1.228, 1.354], [1.205, 1.371, 2.996], [0.645, -0.318, 2.763], [2.933, -0.076, 2.682], [3.234, 2.032, 0.946], [3.428, 0.798, -0.189], [4.506, 0.743, 1.055], [2.264, -1.672, 0.076], [3.555, -1.788, 1.289], [1.954, -2.149, 1.823], [0.505, 1.510, -1.535], [-2.999, -2.314, -0.785], [-0.179, -0.071, 0.013], [-2.485, -0.304, 0.651], [-2.413, -1.125, -3.208], [1.064, 3.309, 0.867], [0.960, 2.240, -1.109]],
  "lowdin_charge": [-0.35, -0.37, -0.24, -0.10, -0.40, -0.07, -0.32, -0.05, -0.07, 0.12, 0.05, 0.18, 0.11, 0.10, 0.15, 0.06, 0.12, 0.13, 0.09, 0.11, 0.07, 0.03, 0.08, 0.06, 0.05, 0.08, 0.08, 0.06, 0.12, 0.03, -0.10, 0.12, 0.06]
}

***

Q: Which formula does entry 3 have?
A: C9H18N2O4

***

Q: What is the multiplicity in the third record?
A: 1

***

What did the first record say?
{
  "formula": "C6H9N",
  "method": "the ωB97M-V functional and the def2-TZVPD basis",
  "multiplicity": 1,
  "gap_ev": 7.99,
  "mol_weight_da": 95.1,
  "lumo_ev": -0.63,
  "homo_ev": -8.62,
  "e_above_lowest_kj_mol": 601.90,
  "total_energy_ev": -7851.92139,
  "symbols": ["C", "C", "C", "C", "C", "N", "C", "H", "H", "H", "H", "H", "H", "H", "H", "H"],
  "coordinates": [[-1.134, -1.026, -1.049], [-0.012, -0.247, -0.407], [1.298, -0.927, -0.065], [0.411, -0.353, 1.035], [0.941, 0.956, 1.463], [0.878, 1.674, 0.289], [0.312, 1.138, -0.842], [-2.110, -0.653, -0.722], [-1.078, -2.090, -0.796], [-1.082, -0.928, -2.137], [1.327, -2.009, -0.164], [2.233, -0.421, -0.286], [-0.017, -1.050, 1.749], [-1.486, 1.604, 1.182], [1.197, 2.636, 0.278], [-1.680, 1.697, 0.473]],
  "lowdin_charge": [-0.04, -0.52, -0.01, -0.27, 0.02, -0.08, 0.05, 0.07, 0.08, 0.08, 0.11, 0.11, 0.13, 0.07, 0.11, 0.07]
}